(1)
# C21H28N7O3V

C21H28N7O3V as an isolated structure (ωB97M-V/def2-TZVPD, the Open Molecules 2025 dataset).

Cartesian coordinates (Å):
V -0.2456 -0.1609 0.5900
O -0.9180 1.4030 -0.0007
O 1.3362 2.8256 -1.3095
O -1.5253 2.2875 -1.9354
N 0.1854 0.4336 -5.0433
N 2.7507 0.7108 0.9280
N 0.1883 -1.6533 2.9319
N -2.7286 -2.0874 0.9442
N -0.2551 -0.5362 -2.3648
N 0.4354 -2.0291 0.6567
N -0.1916 -0.4880 2.5157
C -2.0257 -1.2211 0.6366
C 0.7771 -2.8647 -0.3404
C -0.1744 4.6967 -1.5012
C 0.9625 -3.8011 2.2175
C -0.1152 1.3327 5.7331
C 1.0410 0.0215 -2.7727
C -1.3332 1.5111 3.2394
C 1.3170 -4.6267 1.1837
C -1.6027 2.4556 4.2141
C 0.8941 1.0633 -3.8763
C -0.4491 0.4662 3.5128
C 0.1941 3.4491 -0.7121
C -0.9248 -1.1466 -3.5025
C -1.0021 2.3673 5.4614
C 0.1611 0.3839 4.7685
C -1.1414 -0.1412 -4.6372
C 1.2174 -4.1473 -0.1302
C 0.5252 -2.4978 1.9329
C 1.6421 0.3880 0.8378
C -0.8472 2.3253 -0.9096
C 0.4154 3.7722 0.7562
H 0.8550 -0.4238 4.9496
H 0.6709 -2.4639 -1.3374
H 0.2689 1.8757 -3.5108
H 1.6668 -5.6324 1.3714
H 1.5268 0.4961 -1.9187
H -0.8479 0.2306 -2.0428
H 2.1227 2.9821 -0.7743
H 0.7506 2.8952 1.3075
H 1.6788 -0.8040 -3.1092
H -1.6066 -0.6063 -5.5051
H -1.8924 -1.5384 -3.1902
H -0.2237 4.4699 -2.5645
H 1.8571 1.4539 -4.2007
H -3.2976 -2.8488 1.2570
H 0.7689 -0.3148 -5.4208
H -2.2886 3.2658 4.0041
H -1.7595 0.6840 -4.2838
H 1.1717 4.5535 0.8483
H -0.5070 4.1393 1.2080
H -1.8318 1.5533 2.2796
H -1.1440 5.0789 -1.1802
H 0.5809 5.4656 -1.3414
H 0.3676 1.2701 6.6990
H 1.4830 -4.7739 -0.9690
H -0.3230 -1.9887 -3.8625
H 0.0509 1.1257 -5.7792
H 1.0130 -4.1062 3.2527
H -1.2302 3.1038 6.2202

Computed properties:
relative energy (zero: lowest compared OMol25 entry of this formula, charge and spin) = 5.2 kcal/mol
DFT total energy = -2369.80358 Eh
multiplicity = 4
charge = +1
<S²> = 3.768
E_HOMO (spin up / spin down) = -0.3377 / -0.4008 hartree

Atom charges from the Mulliken analysis, given in e for atoms 1 to 2:
1. V 0.979
2. O -0.127

(2)
# C21H28NO2

An isolated ion of composition C21H28NO2 and charge +1 (ωB97M-V/def2-TZVPD, the Open Molecules 2025 dataset).

Cartesian coordinates (Å):
O -1.7620 0.8432 1.0964
O 2.5548 -1.7630 -1.1618
N -4.1271 -0.3962 0.9761
C 5.5287 1.9947 -1.6877
C -4.7206 0.5197 -0.0210
C 3.4700 -1.1624 -2.0619
C 1.2862 0.3078 -0.9564
C -3.6900 0.9524 -1.0649
C -4.8430 -0.4719 2.2665
C -0.3873 -1.0436 0.7839
C -2.8705 2.1895 -0.6745
C 1.5425 -1.0272 -0.6605
C 5.4164 0.9076 0.4447
C 4.6437 -0.0986 -0.1076
C 4.7486 0.9941 -2.2395
C -4.1522 -1.6353 2.9620
C 5.8608 1.9549 -0.3439
C 0.6899 -1.6924 0.2274
C 4.3021 -0.0598 -1.4525
C -4.0010 -1.8082 0.5347
C -0.6422 0.2894 0.4711
C -3.9251 -2.6416 1.8242
C -2.2200 2.1308 0.7173
C 0.2008 0.9610 -0.3937
H -3.0170 0.1205 -1.2816
H -1.0238 -1.5555 1.4896
H 2.9420 -0.7979 -2.9535
H -4.6978 -3.4074 1.8246
H -5.1069 1.3975 0.5014
H -2.9502 2.3891 1.4906
H -2.1032 2.3210 -1.4372
H -2.9661 -3.1443 1.9250
H 4.4897 1.0267 -3.2887
H 0.9001 -2.7219 0.4673
H -4.2108 1.1870 -1.9933
H 1.9337 0.8631 -1.6142
H -3.1200 -1.9312 -0.0937
H -5.8953 -0.6943 2.0750
H -3.5072 3.0745 -0.6956
H -3.2028 -1.3056 3.3847
H -4.8850 -2.0726 -0.0483
H -4.7543 -2.0489 3.7660
H -3.1490 -0.0352 1.1594
H 5.8759 2.8071 -2.3080
H 4.1210 -1.9895 -2.3654
H 0.0474 1.9997 -0.6372
H -4.7648 0.4678 2.8115
H -1.4067 2.8588 0.7792
H 6.4677 2.7371 0.0861
H 4.3025 -0.9210 0.5043
H 5.6769 0.8693 1.4917
H -5.5627 0.0127 -0.4975

Computed properties:
relative energy (zero: lowest compared OMol25 entry of this formula, charge and spin) = 23.2 kcal/mol
DFT total energy = -1022.01657 Eh
charge = +1
structure (SMILES) = c1ccc(COc2ccc(OCCCC[NH+]3CCCC3)cc2)cc1
E_HOMO = -0.3999 hartree

Atom charges from the Mulliken analysis, given in e for atoms 1 to 2:
1. O -0.783
2. O -0.438

(3)
# C21H29AsBr2N3OV

C21H29AsBr2N3OV as an isolated structure (ωB97M-V/def2-TZVPD, the Open Molecules 2025 dataset).

Cartesian coordinates (Å):
Br -2.4520 2.3350 -2.1096
Br 0.6144 2.4141 -3.0603
As -0.0245 1.2798 0.8391
V 0.8828 0.3618 -1.3679
O -0.5886 -0.6111 -2.2195
N -0.1662 -2.2438 -0.6563
N 2.8426 0.2144 -0.5992
N 0.9560 -1.4579 -0.5165
C -0.1865 3.2105 1.0523
C -2.2479 -2.2982 -1.8567
C 1.1760 3.8849 0.9356
C -2.7973 1.5254 1.8384
C 4.2945 -1.1003 0.7801
C -1.2410 2.0316 -3.5526
C 0.4426 1.2403 3.7460
C 2.0468 -3.2517 0.7376
C 5.2667 -0.1203 0.7106
C -3.0299 -1.7939 -2.8923
C 1.9920 -1.8969 0.1159
C -2.7197 -3.3638 -1.0899
C 3.0868 -0.9176 0.1169
C -4.2712 -2.3473 -3.1610
C -0.9366 -1.6915 -1.5630
C 1.0059 0.7575 2.4158
C -3.9607 -3.9127 -1.3596
C 5.0187 1.0285 -0.0311
C -1.8070 0.5521 1.2101
C 3.8020 1.1501 -0.6667
C -4.7373 -3.4055 -2.3942
H 1.0591 0.8876 4.5734
H -1.2636 0.9823 -3.8149
H -5.7068 -3.8379 -2.6036
H 5.7536 1.8154 -0.1176
H -0.6567 3.4277 2.0109
H -3.7586 1.0340 1.9907
H 3.0245 -3.4821 1.1494
H -2.1891 0.1772 0.2593
H -0.5688 0.8676 3.9104
H -2.4562 1.8924 2.8064
H -1.4716 2.6992 -4.3721
H 1.7880 -4.0064 -0.0048
H -4.8742 -1.9555 -3.9691
H -2.6581 -0.9723 -3.4880
H 1.0517 -0.3339 2.3856
H 3.5693 2.0309 -1.2536
H -2.9693 2.3913 1.1977
H 4.4677 -2.0032 1.3456
H -0.8616 3.5590 0.2697
H -4.3254 -4.7387 -0.7640
H 1.8609 3.5506 1.7172
H 0.4147 2.3292 3.8017
H 1.0819 4.9672 1.0232
H 2.0256 1.1185 2.2616
H 6.2093 -0.2499 1.2244
H -1.6443 -0.3194 1.8478
H 1.6411 3.6731 -0.0308
H -2.1052 -3.7505 -0.2893
H 1.3008 -3.3269 1.5309

Computed properties:
relative energy (zero: lowest compared OMol25 entry of this formula, charge and spin) = 0.0 kcal/mol
DFT total energy = -9384.73758 Eh
multiplicity = 2
charge = +1
<S²> = 0.888
E_HOMO (spin up / spin down) = -0.3950 / -0.3469 hartree

Atom charges from the Mulliken analysis, given in e for atoms 1 to 2:
1. Br -0.015
2. Br -0.137

(4)
# C21H29BCl2IN3O5

One molecule with the formula C21H29BCl2IN3O5 (ωB97M-V/def2-TZVPD, the Open Molecules 2025 dataset).

Cartesian coordinates (Å):
I 1.2097 5.6575 -1.8500
Cl 2.0643 -0.4965 2.6448
Cl -0.9387 2.0859 4.0346
O 4.7884 -2.8118 -0.8017
O 4.1964 -2.7169 1.3713
O -3.0232 -0.9648 0.0303
O -1.7553 1.5709 -1.3067
O -1.2442 -2.9779 -3.6482
N 1.0420 -2.7220 -4.4538
N 1.4507 -1.7225 0.0861
N -0.3734 -0.7449 -1.8066
C 0.2928 1.3421 1.7293
C -1.3306 3.1644 0.9043
C -0.7656 4.3246 0.0218
C -3.1008 1.1621 -1.0451
C 0.9445 0.1667 1.4918
C -0.1522 -0.0786 -0.6433
C 0.5440 2.0847 3.0167
C -0.8499 1.1221 -0.3762
C -2.7590 -3.1059 1.0851
C 1.2421 -2.3312 -1.0459
C 2.8700 -4.0649 -0.1577
C 0.3233 3.9162 -0.9575
C 0.3072 -1.8411 -2.0186
C -0.6214 1.8489 0.7541
C 0.7561 -0.5717 0.3009
C 1.1229 3.5032 2.8165
C 2.0300 -3.5820 -1.3369
C -3.3528 -0.3194 -1.1876
C 2.5777 3.5733 3.2910
C -3.6152 -2.2472 0.1644
C 4.0391 -3.1372 0.0786
B 0.0329 -2.5475 -3.4166
H 3.7464 -1.8649 1.4724
H 1.1524 3.3824 -0.5076
H -4.6252 -2.1411 0.5707
H -2.7543 -4.1410 0.7480
H -0.0945 3.3588 -1.7876
H 3.2881 -5.0360 -0.4283
H 1.7382 -1.9868 -4.4588
H -2.7950 -0.7501 -2.0199
H -1.7283 -2.7530 1.0652
H -4.4215 -0.4652 -1.3920
H -3.1097 -3.0719 2.1141
H -1.5714 4.7673 -0.5611
H -0.3856 5.1130 0.6698
H -2.3842 3.0646 0.6547
H 1.1384 3.7112 1.7477
H 2.7082 3.0773 4.2511
H 0.5081 4.2576 3.3004
H 1.3844 -4.3833 -1.6960
H -1.3164 3.5032 1.9330
H -1.5260 -2.7685 -4.5443
H 1.2707 1.5339 3.5982
H -3.6737 -2.7183 -0.8208
H 2.8980 4.6103 3.3726
H -3.7279 1.7040 -1.7508
H -3.4215 1.4555 -0.0417
H 2.7275 -3.3125 -2.1342
H 1.5139 -3.6160 -4.4267
H 3.2298 3.1025 2.5557
H 2.2793 -4.1712 0.7471

Computed properties:
DFT total energy = -2601.10193 Eh
structure (SMILES) = CCOCCOc1c(CCCI)c([C@H](Cl)CC)c(Cl)c2nc(CCC(=O)O)c(B(N)O)nc12
E_HOMO = -0.3289 hartree

Atom charges from the Mulliken analysis, given in e for atoms 1 to 2:
1. I 0.013
2. Cl -0.389

Copy entry 2 word for word.
# C21H28NO2

An isolated ion of composition C21H28NO2 and charge +1 (ωB97M-V/def2-TZVPD, the Open Molecules 2025 dataset).

Cartesian coordinates (Å):
O -1.7620 0.8432 1.0964
O 2.5548 -1.7630 -1.1618
N -4.1271 -0.3962 0.9761
C 5.5287 1.9947 -1.6877
C -4.7206 0.5197 -0.0210
C 3.4700 -1.1624 -2.0619
C 1.2862 0.3078 -0.9564
C -3.6900 0.9524 -1.0649
C -4.8430 -0.4719 2.2665
C -0.3873 -1.0436 0.7839
C -2.8705 2.1895 -0.6745
C 1.5425 -1.0272 -0.6605
C 5.4164 0.9076 0.4447
C 4.6437 -0.0986 -0.1076
C 4.7486 0.9941 -2.2395
C -4.1522 -1.6353 2.9620
C 5.8608 1.9549 -0.3439
C 0.6899 -1.6924 0.2274
C 4.3021 -0.0598 -1.4525
C -4.0010 -1.8082 0.5347
C -0.6422 0.2894 0.4711
C -3.9251 -2.6416 1.8242
C -2.2200 2.1308 0.7173
C 0.2008 0.9610 -0.3937
H -3.0170 0.1205 -1.2816
H -1.0238 -1.5555 1.4896
H 2.9420 -0.7979 -2.9535
H -4.6978 -3.4074 1.8246
H -5.1069 1.3975 0.5014
H -2.9502 2.3891 1.4906
H -2.1032 2.3210 -1.4372
H -2.9661 -3.1443 1.9250
H 4.4897 1.0267 -3.2887
H 0.9001 -2.7219 0.4673
H -4.2108 1.1870 -1.9933
H 1.9337 0.8631 -1.6142
H -3.1200 -1.9312 -0.0937
H -5.8953 -0.6943 2.0750
H -3.5072 3.0745 -0.6956
H -3.2028 -1.3056 3.3847
H -4.8850 -2.0726 -0.0483
H -4.7543 -2.0489 3.7660
H -3.1490 -0.0352 1.1594
H 5.8759 2.8071 -2.3080
H 4.1210 -1.9895 -2.3654
H 0.0474 1.9997 -0.6372
H -4.7648 0.4678 2.8115
H -1.4067 2.8588 0.7792
H 6.4677 2.7371 0.0861
H 4.3025 -0.9210 0.5043
H 5.6769 0.8693 1.4917
H -5.5627 0.0127 -0.4975

Computed properties:
relative energy (zero: lowest compared OMol25 entry of this formula, charge and spin) = 23.2 kcal/mol
DFT total energy = -1022.01657 Eh
charge = +1
structure (SMILES) = c1ccc(COc2ccc(OCCCC[NH+]3CCCC3)cc2)cc1
E_HOMO = -0.3999 hartree

Atom charges from the Mulliken analysis, given in e for atoms 1 to 2:
1. O -0.783
2. O -0.438

The highest DFT total energy belongs to which entry?
C21H28NO2